[1]
{"formula": "C4H3NOS2", "method": "the ωB97M-V functional and the def2-TZVPD basis", "symbols": ["S", "S", "O", "N", "C", "C", "C", "C", "H", "H", "H"], "xyz": [[-0.9143, 0.1876, -1.9624], [0.2206, 1.9424, 0.4438], [-1.2730, -0.9687, 1.0118], [1.6964, -2.5061, -0.1417], [0.0868, -0.5883, 0.6312], [1.0330, -1.6590, 0.2702], [0.5718, 0.4281, 1.7000], [-0.1603, 0.4701, -0.5296], [0.1932, 0.4260, 2.8394], [1.6390, 0.2693, 1.8061], [-1.6119, -1.3877, 0.1177]], "forces_ev_per_a": [[1.14, 0.44, 1.50], [0.09, -2.94, 0.74], [1.08, -1.74, -3.13], [-0.17, 0.48, 0.36], [-2.16, 1.85, 0.54], [-0.51, -0.45, -0.23], [0.25, 0.60, 0.78], [-0.51, 0.05, 0.12], [0.02, 0.10, -3.08], [0.31, 0.55, -0.12], [0.46, 1.06, 2.51]], "charge": 0, "homo_lumo_gap_ev": 8.53, "smiles": "N#C[C@@]1(O)CSC1=S", "e_lumo_ha": -0.0362, "e_homo_ev": -9.519}

[2]
{"formula": "C4H3NS", "method": "the ωB97M-V functional and the def2-TZVPD basis", "symbols": ["S", "N", "C", "C", "C", "C", "H", "H", "H"], "xyz": [[2.7520, -1.0314, -0.0384], [2.0596, 1.4220, 0.0789], [4.1614, 0.0395, -0.0419], [-0.0217, 0.0199, 0.0202], [1.4773, 0.2886, 0.0485], [3.3345, 1.0339, 0.0459], [-0.3900, 0.6732, -0.6923], [-0.2584, -0.8545, -0.5614], [-0.3562, 0.0092, 1.0173]], "forces_ev_per_a": [[-0.74, 0.52, 0.04], [1.34, 1.88, 0.08], [-1.18, 1.64, 0.19], [2.75, -0.80, -0.78], [-0.52, -3.08, -0.40], [0.44, -1.52, -0.12], [-1.30, 2.40, -0.46], [0.33, -1.22, 0.57], [-1.12, 0.18, 0.88]], "charge": 0, "homo_lumo_gap_ev": 8.82, "e_lumo_ha": -0.0276, "e_homo_ev": -9.573}

[3]
{"formula": "C4H3NS2", "method": "the ωB97M-V functional and the def2-TZVPD basis", "symbols": ["S", "S", "N", "C", "C", "C", "C", "H", "H", "H"], "xyz": [[-0.7097, 1.3972, 0.3567], [-0.8033, -1.5532, 0.3550], [-2.0012, -0.7842, -0.4677], [0.2369, -0.0694, 0.7679], [-1.9795, 0.4910, -0.4596], [1.4920, -0.1543, 0.0464], [2.5527, -0.1285, -0.4841], [-2.7646, 1.0742, -0.9469], [3.4755, -0.1568, -1.0292], [0.5011, -0.1160, 1.8614]], "forces_ev_per_a": [[-0.36, 0.10, 0.08], [0.37, -0.10, 0.47], [-0.60, 1.25, -0.30], [0.93, -0.95, 1.06], [-0.33, -0.64, -0.25], [-0.84, 0.46, 0.54], [1.44, -0.18, -0.99], [0.24, -0.18, 0.09], [-0.27, 0.03, 0.25], [-0.59, 0.21, -0.94]], "charge": 0, "homo_lumo_gap_ev": 9.21, "smiles": "C#C[C@H]1SC=NS1", "e_lumo_ha": 0.0261, "e_homo_ev": -8.496}

[4]
{"formula": "C4H3NiO2", "method": "the ωB97M-V functional and the def2-TZVPD basis", "symbols": ["Ni", "O", "O", "C", "C", "C", "C", "H", "H", "H"], "xyz": [[-1.1169, 0.1835, 1.9667], [-0.7240, -1.8691, -2.0262], [1.3511, 0.4423, 2.0650], [-0.8161, -0.2072, -0.3054], [0.7820, 1.0347, 1.0094], [0.5000, 0.3079, -0.1404], [-1.2234, -0.8374, -1.5048], [1.3332, 0.0279, -0.8101], [-2.1318, -0.4133, -1.9922], [2.0460, 1.3308, 1.7379]], "forces_ev_per_a": [[0.01, 0.06, -1.84], [-1.04, 2.41, 1.37], [3.82, 2.56, 1.03], [2.78, 2.28, 3.01], [-1.69, -0.09, -0.15], [-2.62, -1.78, -2.65], [0.32, -3.42, -2.42], [-0.46, 0.39, -0.19], [0.34, 0.11, 0.12], [-1.45, -2.53, 1.71]], "multiplicity": 4, "charge": 0, "homo_lumo_gap_ev": [6.43, 7.02], "e_lumo_ha": [-0.0422, -0.0563], "e_homo_ev": [-7.578, -8.554]}

[5]
{"formula": "C4H3O2", "method": "the ωB97M-V functional and the def2-TZVPD basis", "symbols": ["O", "O", "C", "C", "C", "C", "H", "H", "H"], "xyz": [[1.9478, 1.3949, -1.9135], [-0.0120, 0.3731, -2.5831], [-0.4048, 0.2525, 1.6419], [0.9524, 0.8641, -2.1123], [0.2038, 0.4322, 0.4950], [-0.5543, -0.8931, 0.7373], [-0.4116, 0.3890, 2.7819], [-1.5635, -0.8918, 0.1066], [-0.1578, -1.9209, 0.8462]], "forces_ev_per_a": [[1.66, 0.78, 0.35], [1.00, 0.42, 0.64], [0.48, -0.73, 2.61], [-2.66, -1.17, -0.74], [1.09, 0.61, -0.42], [-3.32, -0.18, -1.56], [-0.22, 0.35, -2.01], [1.58, -0.69, 1.23], [0.36, 0.61, -0.10]], "charge": -1, "homo_lumo_gap_ev": 6.33, "e_lumo_ha": 0.1428, "e_homo_ev": -2.447}

[6]
{"formula": "C4H3O4", "method": "the ωB97M-V functional and the def2-TZVPD basis", "symbols": ["O", "O", "O", "O", "C", "C", "C", "C", "H", "H", "H"], "xyz": [[-3.5510, -0.6640, 0.0300], [-4.4800, 1.3806, -0.0409], [-1.9203, -2.5180, 0.2319], [-2.2219, 1.0421, -0.2106], [-1.4186, -0.1339, -0.0358], [0.1079, -0.1225, 0.0150], [-3.5123, 0.6199, -0.0568], [-2.1912, -1.2451, 0.1212], [0.5567, -1.2106, -0.0078], [0.5060, 0.2558, -1.0114], [0.6588, 0.4380, 0.7927]], "forces_ev_per_a": [[-0.74, -2.54, 0.51], [1.25, -0.87, -0.05], [-1.71, 3.74, -0.15], [-0.09, -0.56, 0.54], [1.26, -0.91, 0.70], [0.81, -0.90, -2.56], [-0.13, 2.38, -0.53], [1.88, -1.99, -0.31], [-1.43, 1.91, 0.40], [-0.45, -0.17, 1.55], [-0.65, -0.10, -0.11]], "charge": -1, "homo_lumo_gap_ev": 7.02, "smiles": "Cc1oc(=O)oc1[O-]", "e_lumo_ha": 0.1485, "e_homo_ev": -2.977}

The records above give, respectively, calculated total energy values of -29402.0701, -16517.0596, -27354.4226, -49324.5712, -8288.7344, -12387.4515 eV.
The records above give, respectively, relative energy (zero: lowest compared OMol25 entry of this formula, charge and spin) values of 218.2, 307.8, 129.4, 237.6, 202.7, 31.3 kJ/mol.